1.
C34H41F4O4V | ωB97M-V with the def2-TZVPD basis set

Each line ends with the Mulliken spin population.
CARTESIAN COORDINATES (ANGSTROEM)
V1 -3.21 -1.94 1.34  3.058
C1 -0.38 -0.01 0.69  -0.023
O1 -1.40 -0.93 0.93  -0.080
H1 -0.59 0.49 -0.26  -0.005
H2 -0.33 0.80 1.42  0.009
H3 0.59 -0.51 0.58  -0.007
C2 4.29 -0.68 3.50  0.000
C3 2.87 -1.21 3.45  0.000
O2 2.06 -0.88 4.28  0.000
C4 2.51 -2.17 2.35  0.001
H4 4.32 0.24 4.07  0.000
H5 4.67 -0.50 2.50  0.000
H6 4.93 -1.37 4.06  0.000
H7 2.78 -3.17 2.70  0.000
H8 3.06 -1.99 1.43  0.000
H9 1.44 -2.10 2.20  -0.001
C5 -2.80 0.75 4.80  -0.003
C6 -2.33 -0.52 4.13  -0.001
O3 -3.16 -1.27 3.61  0.020
C7 -0.93 -0.98 4.38  0.000
H10 -3.74 1.09 4.37  0.000
H11 -2.03 1.51 4.66  0.000
H12 -2.95 0.56 5.86  0.000
H13 -0.53 -0.67 5.34  -0.001
H14 -0.34 -0.54 3.57  0.000
H15 -0.97 -2.07 4.29  0.002
C8 -1.77 -1.48 -2.55  -0.001
C9 -2.37 -2.73 -1.90  0.001
O4 -3.07 -2.71 -0.90  0.019
C10 -2.22 -4.01 -2.69  -0.003
H16 -1.06 -1.85 -3.28  0.000
H17 -1.35 -0.91 -1.72  0.004
H18 -2.56 -0.94 -3.08  0.000
H19 -2.81 -3.92 -3.60  0.001
H20 -2.63 -4.84 -2.10  0.000
H21 -1.15 -4.14 -2.83  -0.001
F1 -0.61 6.75 4.36  0.000
C11 -1.02 5.72 3.63  0.000
C12 -0.13 5.11 2.75  0.000
C13 -0.58 4.07 1.96  0.000
C14 -1.89 3.63 2.04  0.000
C15 -2.76 4.19 2.96  0.000
C16 -2.34 5.28 3.72  0.000
H22 0.88 5.47 2.61  0.000
H23 0.04 3.55 1.24  0.000
H24 -2.21 2.80 1.42  0.001
H25 -3.75 3.75 2.96  0.000
H26 -3.00 5.72 4.46  0.000
F2 -1.89 2.81 -5.37  0.000
C17 -1.66 3.38 -4.17  0.000
C18 -1.57 2.56 -3.06  0.000
C19 -1.26 3.12 -1.82  -0.002
C20 -1.04 4.49 -1.73  0.000
C21 -1.15 5.32 -2.85  0.000
C22 -1.45 4.74 -4.08  0.000
H27 -1.69 1.50 -3.20  0.000
H28 -1.17 2.49 -0.95  0.002
H29 -0.67 4.96 -0.83  0.000
H30 -1.01 6.39 -2.85  0.000
H31 -1.50 5.35 -4.97  0.000
F3 2.19 -0.93 -5.80  0.000
C23 2.50 -0.60 -4.53  0.000
C24 1.55 -0.21 -3.62  0.001
C25 1.89 0.15 -2.33  -0.001
C26 3.23 0.12 -1.98  0.000
C27 4.20 -0.27 -2.90  0.000
C28 3.84 -0.66 -4.19  0.000
H32 0.54 -0.13 -4.02  0.000
H33 1.12 0.47 -1.64  -0.002
H34 3.55 0.39 -0.98  0.000
H35 5.24 -0.18 -2.62  0.000
H36 4.56 -1.03 -4.91  0.000
F4 1.96 -5.59 -3.49  0.000
C29 1.57 -5.08 -2.32  0.000
C30 1.71 -3.73 -2.07  0.000
C31 1.20 -3.20 -0.89  -0.011
C32 0.53 -4.02 0.02  0.026
C33 0.40 -5.38 -0.26  -0.005
C34 0.90 -5.90 -1.43  0.000
H37 2.22 -3.12 -2.81  0.000
H38 1.25 -2.14 -0.70  -0.001
H39 0.10 -3.59 0.92  0.002
H40 -0.25 -5.99 0.36  0.000
H41 0.58 -6.90 -1.69  0.000

## Properties
Molar mass in g mol⁻¹: 640.63
<S²>: 3.76
Relative energy (zero: lowest compared OMol25 entry of this formula, charge and spin) in eV: 0.0000
Strongest force on any atom in eV Å⁻¹: 4.04
Net charge: +1
Kohn-Sham gap (spin up / spin down) in eV: 6.8 / 6.7
Highest occupied orbital energy (spin up / spin down) in eV: -11.18 / -11.18
2S+1: 4

***

2.
C34H41N12O2PbS2 | ωB97M-V with the def2-TZVPD basis set

Each line ends with the Löwdin charge.
CARTESIAN COORDINATES (ANGSTROEM)
Pb1 -1.78 -0.77 -0.12  1.444
N1 -2.11 3.14 -3.79  0.070
C1 -2.07 1.80 -3.55  -0.747
S1 -3.60 1.08 -4.17  0.637
N2 -1.00 1.31 -3.09  0.022
N3 -0.83 0.07 -2.56  -0.067
C2 0.13 -0.62 -3.04  -0.073
C3 0.58 -1.85 -2.37  -0.264
C4 1.63 -2.58 -2.91  0.003
C5 2.10 -3.68 -2.21  -0.029
C6 1.53 -4.01 -0.99  -0.033
C7 0.48 -3.23 -0.53  -0.131
N4 0.00 -2.19 -1.21  0.007
H1 -2.78 3.52 -4.45  0.078
H2 -1.24 3.63 -3.71  0.109
H3 0.68 -0.29 -3.92  0.136
H4 2.08 -2.27 -3.84  0.120
H5 2.92 -4.27 -2.61  0.118
H6 1.89 -4.84 -0.40  0.117
H7 0.01 -3.42 0.43  0.109
N5 -6.27 -1.31 -2.49  0.080
C8 -5.24 -0.44 -2.26  -0.766
S2 -3.86 -0.76 -3.37  0.570
N6 -5.31 0.42 -1.33  0.015
N7 -4.10 1.00 -0.99  -0.086
C9 -4.17 2.18 -0.51  -0.087
C10 -2.95 2.85 -0.01  -0.274
C11 -3.07 4.09 0.60  -0.013
C12 -1.92 4.72 1.06  -0.040
C13 -0.70 4.09 0.88  -0.030
C14 -0.69 2.84 0.26  -0.116
N8 -1.78 2.22 -0.16  0.068
H8 -6.42 -1.62 -3.43  0.083
H9 -7.10 -1.16 -1.92  0.108
H10 -5.12 2.71 -0.45  0.129
H11 -4.04 4.54 0.72  0.115
H12 -1.98 5.68 1.56  0.115
H13 0.22 4.54 1.21  0.110
H14 0.25 2.33 0.11  0.106
C15 -2.11 -4.93 2.81  -0.052
N9 -2.39 -5.29 1.43  -0.160
C16 -3.05 -6.58 1.25  -0.045
C17 -2.50 -4.30 0.49  -0.472
N10 -2.64 -3.04 0.78  0.014
N11 -2.42 -4.70 -0.82  -0.153
C18 -1.58 -5.80 -1.25  -0.052
C19 -2.90 -3.84 -1.88  -0.079
H15 -1.67 -5.80 3.31  0.096
H16 -3.02 -4.65 3.35  0.098
H17 -1.39 -4.12 2.85  0.091
H18 -3.84 -6.69 2.00  0.096
H19 -2.34 -7.40 1.37  0.095
H20 -3.50 -6.64 0.27  0.086
H21 -2.87 -2.92 1.76  0.046
H22 -1.05 -6.23 -0.41  0.090
H23 -0.85 -5.44 -1.97  0.085
H24 -2.17 -6.59 -1.73  0.095
H25 -3.52 -3.05 -1.45  0.046
H26 -3.52 -4.42 -2.57  0.100
H27 -2.08 -3.40 -2.44  0.073
C20 6.42 5.26 -0.02  -0.047
C21 6.11 3.95 0.65  -0.229
C22 7.11 3.26 1.33  -0.045
C23 6.85 2.05 1.95  -0.074
C24 5.57 1.52 1.90  -0.019
C25 4.56 2.20 1.23  -0.217
N12 3.26 1.61 1.21  0.089
C26 2.32 1.86 2.18  -0.192
C27 2.52 2.89 3.12  -0.013
C28 1.58 3.15 4.09  -0.081
C29 0.42 2.39 4.19  -0.094
C30 0.22 1.37 3.29  -0.040
C31 1.14 1.08 2.28  -0.105
C32 0.83 0.00 1.31  -0.609
O1 1.56 -0.24 0.35  0.012
O2 -0.27 -0.69 1.52  -0.293
C33 4.82 3.41 0.59  -0.173
C34 3.74 4.14 -0.16  -0.031
H28 7.45 5.55 0.15  0.077
H29 5.78 6.06 0.37  0.083
H30 6.25 5.21 -1.10  0.084
H31 8.11 3.68 1.36  0.110
H32 7.64 1.52 2.47  0.104
H33 5.34 0.58 2.39  0.117
H34 3.07 0.81 0.63  0.114
H35 3.43 3.48 3.07  0.114
H36 1.77 3.95 4.80  0.106
H37 -0.31 2.59 4.97  0.098
H38 -0.67 0.75 3.35  0.110
H39 2.82 3.57 -0.15  0.062
H40 4.03 4.31 -1.19  0.085
H41 3.55 5.12 0.28  0.086

## Properties
Molar mass in g mol⁻¹: 921.12
Relative energy (zero: lowest compared OMol25 entry of this formula, charge and spin) in eV: 0.0000
Strongest force on any atom in eV Å⁻¹: 0.33
Net charge: +1
Kohn-Sham gap in eV: 6.6
Highest occupied orbital energy in eV: -9.32

***

3.
C34H42AsN3O2PRuS | ωB97M-V with the def2-TZVPD basis set

Each line ends with the Mulliken spin population.
CARTESIAN COORDINATES (ANGSTROEM)
Ru1 0.06 -0.59 -1.13  0.715
O1 -2.00 0.51 -1.64  0.001
C1 -3.27 -0.15 -1.54  0.001
C2 -3.54 -1.00 -2.77  -0.006
C3 -2.39 -1.99 -3.02  0.031
C4 -2.14 -2.84 -1.81  -0.003
C5 -2.99 -3.90 -1.49  0.003
C6 -2.74 -4.67 -0.38  -0.001
C7 -1.64 -4.36 0.42  -0.001
C8 -0.85 -3.29 0.06  -0.029
N1 -1.09 -2.54 -1.03  0.018
H1 -1.99 1.10 -2.41  -0.005
H2 -4.07 0.58 -1.38  0.000
H3 -3.19 -0.77 -0.65  0.002
H4 -3.65 -0.36 -3.65  0.000
H5 -4.49 -1.52 -2.63  0.000
H6 -1.48 -1.44 -3.25  -0.020
H7 -2.62 -2.62 -3.88  0.004
H8 -3.83 -4.11 -2.14  0.000
H9 -3.39 -5.50 -0.13  0.000
H10 -1.40 -4.95 1.29  0.000
H11 0.00 -3.02 0.66  0.001
S1 0.50 0.64 -2.91  0.245
C9 2.04 1.51 -2.76  0.017
C10 2.71 1.94 -3.89  0.022
C11 3.93 2.59 -3.74  -0.007
C12 4.47 2.82 -2.47  0.020
C13 3.78 2.40 -1.34  -0.010
C14 2.55 1.76 -1.50  0.023
As1 1.45 1.11 -0.07  -0.010
C15 2.58 1.12 1.48  -0.005
C16 2.79 2.33 2.13  0.002
C17 3.68 2.39 3.19  0.000
C18 4.36 1.25 3.61  0.000
C19 4.15 0.04 2.95  0.000
C20 3.26 -0.02 1.89  -0.005
C21 0.21 2.55 0.28  0.007
C22 -0.29 2.74 1.57  0.003
C23 -1.19 3.76 1.82  0.000
C24 -1.61 4.60 0.79  0.000
C25 -1.12 4.40 -0.49  -0.001
C26 -0.21 3.39 -0.75  0.003
H12 2.31 1.75 -4.87  -0.003
H13 4.47 2.92 -4.62  0.000
H14 5.42 3.32 -2.37  0.001
H15 4.19 2.58 -0.36  0.000
H16 2.28 3.23 1.81  0.000
H17 3.84 3.33 3.70  0.000
H18 5.05 1.30 4.43  0.000
H19 4.68 -0.85 3.27  0.000
H20 3.10 -0.96 1.39  -0.003
H21 0.04 2.10 2.38  0.000
H22 -1.55 3.93 2.83  0.000
H23 -2.30 5.40 1.00  0.000
H24 -1.43 5.06 -1.29  0.000
H25 0.18 3.26 -1.75  0.004
N2 -0.78 -0.51 0.82  0.011
C27 -1.54 -0.50 1.70  0.000
N3 -2.39 -0.51 2.67  -0.001
C28 -3.82 -0.19 2.48  0.000
C29 -4.16 1.02 3.34  0.000
O2 -3.82 0.76 4.70  0.000
C30 -2.43 0.54 4.87  0.000
C31 -1.98 -0.68 4.08  -0.001
H26 -4.41 -1.05 2.81  0.000
H27 -4.02 0.01 1.43  0.000
H28 -5.22 1.22 3.31  0.000
H29 -3.61 1.90 2.98  0.000
H30 -2.27 0.37 5.93  0.000
H31 -1.86 1.42 4.56  0.000
H32 -2.46 -1.58 4.47  0.000
H33 -0.90 -0.80 4.13  0.000
C32 1.12 -3.30 -2.96  0.002
P1 1.73 -2.04 -1.81  -0.041
C33 2.56 -3.02 -0.53  0.005
C34 3.13 -1.34 -2.71  0.011
H34 1.96 -3.95 -3.21  0.000
H35 0.75 -2.83 -3.87  0.000
H36 0.33 -3.89 -2.52  0.002
H37 3.42 -3.52 -0.97  -0.001
H38 1.89 -3.78 -0.13  -0.001
H39 2.89 -2.39 0.28  0.001
H40 3.80 -2.16 -2.98  0.000
H41 3.67 -0.63 -2.09  0.000
H42 2.80 -0.84 -3.61  -0.001

## Properties
Molar mass in g mol⁻¹: 763.76
<S²>: 0.76
Relative energy (zero: lowest compared OMol25 entry of this formula, charge and spin) in eV: 1.4538
Strongest force on any atom in eV Å⁻¹: 0.71
Net charge: +2
Kohn-Sham gap (spin up / spin down) in eV: 7.8 / 7.2
Highest occupied orbital energy (spin up / spin down) in eV: -13.13 / -13.70
2S+1: 2

***

4.
C34H42AuGeOP | ωB97M-V with the def2-TZVPD basis set

Each line ends with the Mulliken spin population.
CARTESIAN COORDINATES (ANGSTROEM)
Au1 0.01 1.14 0.38  -0.031
C1 -0.95 0.02 -0.94  0.925
Ge1 -1.97 -1.58 -0.57  -0.064
C2 -0.84 -3.18 -0.56  -0.041
C3 0.15 -3.34 -1.54  0.061
C4 0.93 -4.50 -1.57  0.020
C5 0.72 -5.50 -0.63  0.000
C6 -0.26 -5.35 0.34  0.002
C7 -1.04 -4.20 0.37  0.014
C8 -3.28 -1.79 -2.00  0.032
C9 -4.19 -0.77 -2.27  0.022
C10 -5.14 -0.90 -3.28  0.010
C11 -5.17 -2.06 -4.05  -0.001
C12 -4.26 -3.08 -3.80  0.002
C13 -3.32 -2.95 -2.78  -0.004
C14 -2.84 -1.44 1.17  0.045
C15 -2.07 -1.30 2.32  -0.008
C16 -2.67 -1.11 3.56  0.000
C17 -4.05 -1.05 3.66  0.001
C18 -4.84 -1.20 2.52  -0.001
C19 -4.23 -1.40 1.28  -0.008
H1 -1.15 0.48 -1.91  -0.098
H2 0.31 -2.56 -2.28  -0.009
H3 1.69 -4.62 -2.34  0.001
H4 1.33 -6.40 -0.66  0.000
H5 -0.41 -6.13 1.08  0.000
H6 -1.81 -4.09 1.13  0.001
H7 -4.16 0.15 -1.68  0.007
H8 -5.84 -0.10 -3.48  0.000
H9 -5.91 -2.17 -4.83  0.000
H10 -4.28 -3.98 -4.41  0.000
H11 -2.62 -3.76 -2.59  0.001
H12 -0.98 -1.34 2.26  0.004
H13 -2.05 -0.99 4.45  0.000
H14 -4.52 -0.90 4.62  0.000
H15 -5.92 -1.16 2.59  0.000
H16 -4.85 -1.51 0.39  0.001
C20 3.09 -2.55 1.16  0.004
C21 1.95 -1.54 1.22  -0.001
P1 2.14 0.00 0.24  0.067
C22 2.69 -0.54 -1.43  0.010
C23 2.24 0.44 -2.53  0.021
C24 3.62 0.77 0.97  0.015
C25 4.22 1.92 0.16  0.002
H17 2.78 -3.48 1.64  0.000
H18 3.98 -2.19 1.67  0.000
H19 3.36 -2.79 0.12  0.000
H20 1.78 -1.20 2.25  -0.002
H21 1.02 -1.99 0.88  0.014
H22 2.27 -1.53 -1.61  -0.020
H23 3.77 -0.63 -1.42  0.000
H24 1.15 0.42 -2.63  -0.011
H25 2.67 0.16 -3.49  0.002
H26 2.54 1.46 -2.31  0.002
H27 4.35 -0.04 1.08  -0.001
H28 3.33 1.10 1.96  0.004
H29 4.37 1.65 -0.89  -0.001
H30 5.20 2.20 0.57  -0.001
H31 3.59 2.81 0.20  0.000
C26 -1.79 2.13 0.56  0.017
H32 -1.97 2.71 -0.35  0.003
H33 -1.69 2.81 1.42  0.006
H34 -2.63 1.46 0.73  -0.015
C27 1.62 3.89 3.45  0.008
C28 1.36 3.48 2.03  0.377
O1 0.90 2.24 1.91  0.156
C29 1.69 4.36 0.96  -0.052
C30 1.45 4.06 -0.42  0.186
C31 1.82 4.94 -1.42  -0.141
C32 2.45 6.15 -1.13  0.242
C33 2.70 6.46 0.21  -0.121
C34 2.33 5.60 1.22  0.203
H35 1.24 3.12 4.11  0.009
H36 1.14 4.84 3.70  0.006
H37 2.70 4.00 3.65  0.007
H38 0.96 3.14 -0.70  0.070
H39 1.61 4.68 -2.46  -0.007
H40 2.74 6.83 -1.92  0.021
H41 3.19 7.40 0.46  -0.006
H42 2.54 5.88 2.25  0.040

## Properties
Molar mass in g mol⁻¹: 767.26
<S²>: 2.04
Relative energy (zero: lowest compared OMol25 entry of this formula, charge and spin) in eV: 1.4563
Strongest force on any atom in eV Å⁻¹: 0.43
Net charge: 0
Kohn-Sham gap (spin up / spin down) in eV: 5.7 / 8.3
Highest occupied orbital energy (spin up / spin down) in eV: -5.17 / -8.43
2S+1: 3

***

5.
C34H42BrCl3MgN5OS | ωB97M-V with the def2-TZVPD basis set

Each line ends with the Löwdin charge.
CARTESIAN COORDINATES (ANGSTROEM)
Mg1 0.98 0.07 -0.64  0.438
C1 -1.51 0.15 6.20  -0.051
C2 -2.26 -0.24 4.95  -0.531
C3 -3.62 0.45 4.94  -0.048
C4 -2.48 -1.81 5.01  -0.029
C5 -1.49 -0.01 3.62  -0.124
C6 -0.24 -0.58 3.52  0.006
C7 0.43 -0.43 2.35  -0.099
N1 -0.06 0.24 1.31  0.048
C8 -1.26 0.77 1.38  -0.212
C9 -2.00 0.68 2.53  0.053
C10 -1.78 1.37 0.08  -0.192
C11 -3.07 1.81 -0.02  0.049
C12 -3.52 2.26 -1.28  -0.127
C13 -2.58 2.25 -2.30  -0.006
C14 -1.33 1.78 -2.13  -0.124
N2 -0.89 1.28 -0.98  0.063
C15 -4.90 2.79 -1.51  -0.535
C16 -5.56 2.22 -2.83  -0.027
C17 -5.88 2.59 -0.35  -0.064
C18 -4.82 4.34 -1.73  -0.041
H1 -2.15 -0.05 7.02  0.074
H2 -1.32 1.21 6.38  0.096
H3 -0.59 -0.40 6.38  0.082
H4 -4.04 0.22 5.90  0.087
H5 -4.19 0.02 4.13  0.092
H6 -3.46 1.48 4.81  0.071
H7 -3.19 -2.05 5.86  0.111
H8 -1.49 -2.31 5.13  0.088
H9 -2.90 -2.23 4.12  0.072
H10 0.26 -1.10 4.34  0.130
H11 1.48 -0.66 2.20  0.092
H12 -3.00 1.13 2.61  0.115
H13 -3.69 1.86 0.85  0.103
H14 -2.83 2.74 -3.24  0.127
H15 -0.69 1.87 -2.97  0.105
H16 -5.67 1.12 -2.78  0.096
H17 -4.99 2.54 -3.70  0.077
H18 -6.59 2.52 -2.84  0.076
H19 -6.11 1.52 -0.10  0.107
H20 -6.81 3.07 -0.72  0.097
H21 -5.54 3.10 0.55  0.076
H22 -4.27 4.68 -2.57  0.067
H23 -4.42 4.84 -0.84  0.092
H24 -5.87 4.74 -1.84  0.108
Cl1 -2.06 -6.42 -3.12  0.687
C19 -1.28 -5.00 -2.50  -0.688
C20 -2.04 -3.92 -2.12  -0.131
C21 -1.43 -2.83 -1.53  -0.559
Cl2 -2.35 -1.53 -0.91  0.812
C22 0.00 -2.72 -1.38  -0.489
O1 0.64 -1.75 -0.83  -0.221
C23 0.68 -3.82 -1.85  -0.550
Cl3 2.42 -3.85 -1.66  0.762
C24 0.09 -4.93 -2.45  -0.128
H25 -3.10 -3.96 -2.20  0.105
H26 0.75 -5.73 -2.72  0.105
C25 7.47 1.35 1.46  -0.054
C26 6.15 1.27 0.68  -0.258
N3 5.68 -0.08 0.65  0.015
C27 4.41 -0.42 0.32  -0.720
S1 3.18 0.77 0.34  0.747
N4 4.13 -1.63 -0.12  0.005
C28 4.98 -2.80 0.25  -0.227
C29 5.95 -3.20 -0.89  -0.072
H27 7.90 2.33 1.37  0.077
H28 8.20 0.68 1.11  0.061
H29 7.30 1.13 2.48  0.067
H30 6.23 1.70 -0.33  0.126
H31 5.34 1.82 1.14  0.066
H32 6.32 -0.78 0.45  0.095
H33 3.13 -1.79 -0.29  0.060
H34 4.23 -3.59 0.40  0.093
H35 5.55 -2.61 1.16  0.116
H36 5.40 -3.41 -1.79  0.051
H37 6.58 -4.05 -0.45  0.113
H38 6.56 -2.35 -1.10  0.052
Br1 2.38 -1.41 -6.01  0.785
C30 2.06 0.01 -4.78  -0.647
C31 2.34 1.31 -5.09  -0.082
C32 2.36 2.26 -4.05  -0.025
C33 2.03 1.83 -2.79  -0.176
N5 1.61 0.62 -2.59  -0.034
C34 1.59 -0.33 -3.51  -0.135
H39 2.61 1.59 -6.13  0.128
H40 2.66 3.30 -4.24  0.127
H41 2.05 2.49 -1.88  0.128
H42 1.17 -1.35 -3.33  0.128

## Properties
Molar mass in g mol⁻¹: 779.38
Relative energy (zero: lowest compared OMol25 entry of this formula, charge and spin) in eV: 1.4912
Strongest force on any atom in eV Å⁻¹: 2.64
Net charge: +1
Kohn-Sham gap in eV: 7.4
Highest occupied orbital energy in eV: -9.98